Computed, not measured: a molecular structure, C18H13BaF3N5O5S, with ωB97M-V/def2-TZVPD.

XYZ file:
```
46
Properties=species:S:1:pos:R:3:lowdin_charge:R:1
Ba 0.29998 0.30592 0.49492 1.857
S 3.82452 0.04152 -0.44391 0.525
F 1.67428 -1.38347 3.05605 -0.115
F 2.85722 0.43136 3.35741 -0.088
F 0.91461 0.23447 4.29878 -0.058
O 1.14480 2.19627 -0.93507 -0.306
O -1.44327 2.23885 0.14821 -0.243
O -2.34856 5.09700 0.33140 0.084
O 0.02395 6.76082 -0.24977 0.103
O 2.28291 4.91865 -0.79329 0.024
N 3.97003 2.61176 -1.12145 0.098
N 0.96677 -2.53272 0.11627 0.025
N 3.51700 2.19497 1.07605 0.120
N -1.55673 -1.93843 -0.45850 0.002
N -1.28203 -3.14458 -0.47702 0.079
C 1.54005 0.03445 3.08211 -0.582
C -4.47348 0.13802 -1.28401 -0.055
C -5.41861 -0.80915 -1.64020 -0.081
C -1.24653 4.69495 0.01792 -0.298
C 1.10017 4.61012 -0.61006 -0.291
C 2.16364 -2.91025 0.55156 -0.151
C -5.09563 -2.16562 -1.61905 -0.086
C -3.83334 -2.57678 -1.23991 -0.033
C -2.88563 -1.61856 -0.88150 -0.247
C 0.04184 -3.47746 -0.04296 -0.319
C 1.52322 -5.20945 0.63289 -0.058
C 3.76740 1.71496 -0.14688 -0.986
C 0.26868 -4.82185 0.18419 -0.015
C -0.02763 5.55359 -0.28392 -0.276
C -0.79467 3.29936 -0.12466 -0.347
C -3.20029 -0.26737 -0.90517 -0.017
C 2.48567 -4.23702 0.82306 -0.036
C 0.53513 3.27738 -0.62928 -0.374
H 3.48405 3.51088 -1.02365 0.062
H -6.41206 -0.49648 -1.93534 0.101
H 3.93209 2.20963 -2.04262 0.085
H -4.71115 1.19306 -1.29417 0.116
H 1.73950 -6.25089 0.83123 0.107
H -3.56897 -3.62403 -1.21347 0.100
H -5.83785 -2.90227 -1.89840 0.100
H 3.35301 1.55818 1.84310 0.051
H 2.89039 -2.11881 0.69368 0.030
H -0.53360 -5.52609 0.01559 0.108
H 3.47592 -4.48286 1.17874 0.110
H -2.46647 0.48483 -0.63900 0.058
H 3.35968 3.18311 1.20007 0.116
```

## Properties
- E_HOMO: -4.42 eV
- Net charge: -1
- Relative energy (zero: lowest compared OMol25 entry of this formula, charge and spin): 0.00 kcal/mol
- E_LUMO: 0.6216 eV

Computed, not measured: a single C18H13ClO6S molecule in a non-equilibrium geometry, with ωB97M-V/def2-TZVPD.

XYZ file:
```
39
Properties=species:S:1:pos:R:3:lowdin_charge:R:1
Cl -3.16344 6.67408 2.39364 0.627
S 0.61320 1.44855 2.49685 0.746
O 1.36309 -4.59918 -2.48786 -0.068
O 1.45490 1.58505 1.28205 -0.313
O 1.40899 1.51427 3.72482 -0.322
O -2.33586 0.02210 1.44403 0.131
O -0.00658 -3.23716 -0.64612 0.148
O -1.16645 -2.87828 1.26697 0.191
C 0.03736 -0.30612 -0.75629 0.095
C -0.59937 3.70872 3.61586 -0.053
C 0.95112 -5.24472 -3.71507 -0.049
C -0.35302 -0.04703 2.57955 -0.130
C -0.64679 -0.96927 0.25181 -0.102
C -1.35666 3.13532 1.42191 -0.043
C 2.11669 -1.36268 -3.84457 -0.065
C -0.64991 -2.39835 0.33391 -0.371
C 1.37984 -3.24785 -2.55761 -0.281
C 0.74629 -2.56736 -1.59967 -0.099
C -2.16184 5.19799 2.47905 -0.593
C 1.45873 -0.51450 -2.91859 0.012
C -0.52163 2.82668 2.51063 -0.259
C -1.11978 -0.22659 1.34781 -0.412
C 2.16152 -2.69439 -3.53681 -0.018
C -2.12106 4.31123 1.40491 -0.096
C 0.69528 -1.10603 -1.78775 -0.066
C -1.40142 4.84885 3.64770 -0.073
H 2.69274 -0.86584 -4.62636 0.112
H 1.45050 0.55726 -3.04915 0.101
H 0.44970 -4.58182 -4.36849 0.077
H 0.23979 -0.90443 2.68710 0.118
H -1.38909 2.48572 0.53574 0.114
H 2.76316 -3.28031 -4.19218 0.123
H -2.67968 4.56164 0.52134 0.103
H 0.18839 -5.98228 -3.36089 0.106
H -0.88359 0.12901 3.49638 0.128
H 1.77083 -5.78990 -4.23900 0.101
H -1.50257 5.42294 4.57436 0.113
H 0.04569 3.56223 4.51559 0.129
H 0.07095 0.81245 -0.84553 0.140
```

## Properties
- SMILES: COc1cccc2cc(C(=O)CS(=O)(=O)c3ccc(Cl)cc3)c(=O)oc12
- E_HOMO: -9.11 eV
- Relative energy (zero: lowest compared OMol25 entry of this formula, charge and spin): 38.26 kcal/mol
- E_LUMO: -0.8045 eV

Computed, not measured: a molecular structure, C18H14AuBrCl2N3O4 in a non-equilibrium geometry, with ωB97M-V/def2-TZVPD.

XYZ file:
```
43
Properties=species:S:1:pos:R:3:lowdin_charge:R:1
Au -1.80501 0.44604 -1.47472 1.084
Br -4.79771 1.10854 -0.49872 0.871
Cl -1.84381 -2.00526 -3.30822 0.666
Cl 4.64929 0.42024 -0.97192 0.904
O 0.30209 4.08054 -1.41992 0.096
O 4.56489 3.07334 -1.21552 0.041
O 2.81959 4.43674 -1.24352 0.151
O -1.20511 2.46774 -1.40592 -0.121
N -2.41641 0.68004 0.79548 -0.027
N 0.80689 0.57984 -1.25402 0.087
N 1.96269 -0.09526 -1.15982 -0.051
C -1.57601 0.55474 1.80698 -0.057
C 3.09269 -3.61066 -1.41752 -0.051
C -1.97671 0.66954 3.13488 -0.220
C -3.69321 0.94014 1.01938 -0.714
C 3.11109 -2.22906 -1.46222 -0.032
C -0.03221 2.90064 -1.40272 -0.561
C -0.99381 0.51174 4.24328 -0.023
C 2.48059 2.06464 -1.25872 -0.036
C 0.79029 -3.56316 -0.74862 -0.080
C 3.37039 3.27064 -1.24352 -0.527
C 1.96949 -1.50246 -1.12442 -0.177
C 1.08529 1.87084 -1.32342 -0.121
C 1.93369 -4.28776 -1.06122 -0.063
C -3.32991 0.92444 3.36418 0.025
C 0.80509 -2.18156 -0.76162 -0.056
C 3.00749 0.77594 -1.16122 -0.521
C -2.60301 -1.42856 -1.84462 -0.659
C -4.20661 1.05924 2.30278 -0.057
H -0.11771 -4.07436 -0.46742 0.105
H -0.07831 -1.61686 -0.50762 0.054
H 3.98829 -4.15676 -1.67622 0.117
H -3.67151 -1.33386 -2.01562 0.007
H -0.32921 1.37534 4.27768 0.101
H -5.25841 1.23864 2.45938 0.119
H 4.00879 -1.72886 -1.78242 0.057
H -0.37881 -0.37486 4.09358 0.095
H 1.91719 -5.36806 -1.04572 0.112
H -0.54961 0.34694 1.53698 0.131
H 1.80119 4.44434 -1.30972 0.081
H -3.69661 1.01264 4.37588 0.134
H -2.40171 -2.12836 -1.04182 0.025
H -1.50561 0.43214 5.19818 0.089
```

## Properties
- E_HOMO: -11.89 eV
- Net charge: +1
- E_LUMO: -7.3899 eV

Computed, not measured: a molecular structure, C18H14BrN4O2PdSbSe4, with ωB97M-V/def2-TZVPD.

XYZ file:
```
45
Properties=species:S:1:pos:R:3:lowdin_charge:R:1
Sb -1.93509 -0.46417 -4.08206 -0.354
Pd 0.24135 0.53827 -1.19196 0.634
Br 2.28313 2.62866 -0.76641 0.780
Se -2.69539 -0.83736 -6.30433 -0.070
Se -1.73929 -2.76564 -3.16088 0.208
Se 0.08514 0.91126 -3.74717 -0.022
Se -3.95573 0.58724 -3.05098 0.147
O -2.82289 -1.28763 1.00507 0.101
O -0.76170 -3.14598 0.49892 0.089
N 1.52789 -1.26637 -1.42952 0.008
N -0.97991 -1.00402 -0.38334 0.006
N 1.12810 0.87530 0.95562 -0.029
N -1.60883 1.63431 -0.58671 0.003
C -3.70694 1.30808 0.48579 -0.015
C 2.68825 -3.74217 -1.77747 -0.036
C 2.43341 1.59833 3.25364 -0.008
C 3.28308 -2.60567 -2.30525 -0.041
C -1.92438 2.90792 -0.81111 -0.133
C 1.50346 -3.61759 -1.07407 0.001
C 0.94494 -2.35846 -0.92875 -0.228
C -4.03434 2.63419 0.25956 -0.048
C 1.49425 0.57362 3.29534 -0.233
C 2.71655 2.25691 2.06547 -0.079
C -2.48218 0.83894 0.03930 -0.237
C -0.37539 -2.21976 -0.18005 -0.525
C -3.12931 3.44994 -0.40169 -0.049
C 0.86350 0.25000 2.10036 -0.054
C 2.66750 -1.38393 -2.10665 -0.129
C 1.15899 -0.16377 4.55984 -0.034
C 2.02401 1.84259 0.94721 -0.719
C -2.12119 -0.62349 0.27579 -0.461
H 0.11780 -0.53759 2.04930 0.127
H 0.10175 -0.05683 4.80403 0.091
H -3.35265 4.48608 -0.61281 0.111
H 0.98557 -4.46199 -0.64295 0.125
H 4.20243 -2.65988 -2.87082 0.109
H 3.13983 -4.71469 -1.92219 0.113
H -4.98749 3.02601 0.58952 0.115
H 3.44164 3.05504 2.01022 0.109
H -1.19035 3.49484 -1.34888 0.108
H 3.08184 -0.46803 -2.50929 0.103
H 1.36417 -1.22941 4.45403 0.091
H 1.74146 0.21273 5.39890 0.079
H -4.36828 0.61647 0.98750 0.125
H 2.95127 1.88768 4.15992 0.122
```

## Properties
- E_HOMO (spin up / spin down): -7.83 / -7.65 eV
- Spin multiplicity: 5
- Relative energy (zero: lowest compared OMol25 entry of this formula, charge and spin): 1.92 kcal/mol
- E_LUMO (spin up / spin down): -0.3842 / -2.0549 eV
- Expectation value of S²: 6.022

Computed, not measured: a molecular structure, C18H14ClCsPS4Sb, with ωB97M-V/def2-TZVPD.

XYZ file:
```
40
Properties=species:S:1:pos:R:3:lowdin_charge:R:1
Cs 0.00273 0.46979 0.48674 0.490
Sb 1.61176 0.39003 3.91940 -0.350
Cl -1.36115 -2.14649 -1.27289 0.649
S 3.79815 0.32836 4.60337 -0.430
S 1.21116 2.33935 2.59471 -0.559
S 0.02521 0.44811 5.62779 -0.344
S 1.17555 -1.51432 2.50868 -0.472
P -3.51748 -0.53976 0.57157 1.041
C -7.03647 1.50755 0.88613 -0.099
C -5.77492 1.07293 0.50887 -0.115
C -2.59368 -3.91182 2.73861 -0.095
C -5.35967 -1.93485 -1.10891 -0.079
C -2.98274 -1.70421 1.85842 -0.432
C -7.70192 0.87667 1.92949 -0.105
C -7.10226 -0.18494 2.59160 -0.086
C -4.74966 -3.39203 -2.91414 -0.100
C -1.98440 -3.35981 3.85807 -0.083
C -3.06386 -2.33416 -1.57768 -0.656
C -1.86498 -1.98538 3.98206 -0.129
C -2.37745 -1.15830 2.99079 -0.137
C -5.17640 -0.00997 1.15124 -0.391
C -5.84581 -0.62959 2.20299 -0.072
C -4.02022 -1.69168 -0.79099 -0.376
C -3.08556 -3.08995 1.73698 -0.116
C -3.41229 -3.17890 -2.62129 -0.123
C -5.72858 -2.76756 -2.15398 -0.093
H -6.77775 -2.92975 -2.36368 0.096
H -1.55317 -4.00014 4.61737 0.103
H -1.33099 -1.51008 4.80236 -0.008
H -5.37304 -1.45595 2.71829 0.107
H -2.66644 -4.98806 2.62889 0.092
H -6.13189 -1.46351 -0.51662 0.095
H -7.60808 -0.67011 3.41699 0.099
H -2.62535 -3.65918 -3.18568 0.097
H -3.55084 -3.54452 0.87040 0.093
H -8.68176 1.22159 2.23701 0.093
H -2.23668 -0.08786 3.12237 0.103
H -7.48901 2.34791 0.37363 0.095
H -5.24738 1.58000 -0.29149 0.101
H -5.01945 -4.05224 -3.72908 0.096
```

## Properties
- E_HOMO: -0.39 eV
- Net charge: -2
- Relative energy (zero: lowest compared OMol25 entry of this formula, charge and spin): 5.74 kcal/mol
- E_LUMO: 3.3123 eV